C72H152N8O8 | wB97M-V/def2-TZVPD

The value obtained for the frontier orbital gap is 8.65 eV. The value obtained for the LUMO energy is 0.42 eV. The SMILES is CC1(C)CCCC(C)(C)N1O.CC1(C)CCCC(C)(C)N1O.CC1(C)CCCC(C)(C)N1O.CC1(C)CCCC(C)(C)N1O.CC1(C)CCCC(C)(C)N1O.CC1(C)CCCC(C)(C)N1O.CC1(C)CCCC(C)(C)N1O.CC1(C)CCCC(C)(C)N1O. The calculation puts the relative energy (zero: lowest compared OMol25 entry of this formula, charge and spin) at 437.5 kJ/mol. As for the highest occupied orbital energy: -8.233 eV.

Last column: Löwdin charge in e.
Atoms and positions in Å:
O  0.396  4.796  0.203  -0.04
O  3.138  -0.943  3.399  -0.04
O  -3.117  2.777  -8.205  -0.05
O  1.157  -0.729  -2.742  -0.05
O  0.242  -0.334  4.384  -0.06
O  -7.113  -1.259  0.152  -0.03
O  1.015  -6.495  0.403  -0.07
O  3.751  -1.392  -4.413  -0.04
N  3.451  0.032  -4.253  -0.07
N  0.044  5.476  -1.050  -0.04
N  0.993  -0.305  -1.401  -0.10
N  -2.748  3.281  -6.906  -0.08
N  -0.579  -0.267  5.501  -0.08
N  4.172  -0.314  4.181  -0.08
N  -6.199  -1.939  1.030  -0.09
N  0.044  -6.954  1.453  -0.03
C  4.091  2.833  -4.890  -0.17
C  -1.518  0.162  -1.675  -0.01
C  -6.140  -3.483  2.809  -0.15
C  0.920  -1.466  -0.506  -0.49
C  -1.096  6.432  -0.780  -0.51
C  -1.328  4.911  -5.816  -0.13
C  -0.287  3.441  -7.635  -0.04
C  0.197  1.875  -2.278  -0.03
C  -0.108  0.683  -1.297  -0.44
C  0.228  -6.024  2.646  -0.47
C  -1.287  -7.032  0.767  -0.49
C  -1.004  7.328  0.467  -0.02
C  -0.074  7.886  -2.579  -0.14
C  1.184  0.117  7.363  -0.02
C  3.122  0.570  -5.596  -0.51
C  2.351  6.585  -0.778  -0.01
C  -0.080  1.330  0.087  -0.12
C  -7.855  -3.903  1.043  -0.03
C  -1.743  -2.163  4.591  -0.07
C  0.936  -0.821  0.865  -0.12
C  -2.320  -6.389  3.046  -0.17
C  -1.117  -1.673  5.887  -0.44
C  0.894  6.681  -2.891  -0.13
C  -0.001  1.964  6.012  -0.05
C  -2.754  2.254  -5.846  -0.52
C  6.398  -0.571  5.040  -0.15
C  6.707  0.833  4.705  -0.19
C  1.311  5.891  -1.704  -0.52
C  -2.265  5.484  -0.659  -0.04
C  4.597  1.516  2.385  -0.01
C  -2.315  -1.481  6.900  -0.14
C  5.316  -1.178  4.106  -0.51
C  -0.231  -2.484  -0.918  0.00
C  5.367  1.600  4.728  -0.13
C  -0.876  -6.402  3.664  -0.11
C  1.595  -6.360  3.290  -0.04
C  -2.334  -7.303  1.895  -0.17
C  1.749  -0.028  -5.986  -0.04
C  -1.069  3.922  -4.662  -0.15
C  -1.906  0.984  -6.054  -0.02
C  2.018  4.638  -2.273  -0.04
C  4.478  0.297  -2.083  -0.04
C  4.889  -2.570  4.518  -0.04
C  -1.519  4.099  -7.138  -0.52
C  -1.204  0.596  7.724  -0.13
C  -7.062  -2.778  1.824  -0.50
C  -2.379  3.001  -4.544  -0.08
C  -1.263  -8.364  -0.052  -0.04
C  -0.182  0.215  1.136  -0.14
C  -5.113  -2.546  0.273  -0.49
C  -1.696  -5.884  -0.175  -0.03
C  4.128  0.152  -6.692  -0.04
C  -5.529  -3.482  -0.855  -0.04
C  -1.856  -0.741  8.110  -0.21
C  -0.087  0.599  6.604  -0.52
C  -4.243  -3.373  1.332  -0.11
C  -4.169  1.761  -5.914  -0.05
C  4.487  2.268  -3.587  -0.16
C  -1.295  7.281  -2.016  -0.18
C  2.917  1.701  4.229  -0.02
C  4.603  0.737  -3.549  -0.49
C  -0.022  -2.704  6.286  -0.01
C  0.173  -4.479  2.335  -0.02
C  -8.014  -1.822  2.638  -0.01
C  -1.970  5.122  -8.179  -0.06
C  -5.081  -4.295  2.175  -0.20
C  5.892  -1.324  2.641  0.00
C  4.229  1.043  3.847  -0.54
C  2.207  -2.259  -0.596  -0.03
C  2.889  2.056  -5.485  -0.12
C  -4.232  -1.500  -0.371  -0.06
C  5.874  0.257  -4.142  -0.04
H  2.615  2.383  -6.533  0.14
H  0.815  -2.496  5.659  0.06
H  1.227  2.163  -2.411  0.05
H  0.336  6.001  -3.514  0.09
H  -3.912  -0.689  0.305  0.09
H  3.143  -0.584  2.486  0.08
H  0.425  4.256  -7.788  0.10
H  2.056  1.375  3.662  0.07
H  -3.199  5.957  -0.407  0.08
H  -7.411  -4.881  1.101  0.06
H  1.736  7.024  -3.360  0.09
H  4.954  2.772  -5.609  0.12
H  3.023  -1.470  -0.661  0.09
H  4.452  -0.778  -2.032  0.06
H  5.483  2.690  -3.293  0.15
H  -2.321  -3.121  4.692  0.10
H  -3.083  -0.859  6.412  0.12
H  -2.333  0.431  -6.905  0.08
H  -2.688  -0.558  8.791  0.11
H  -0.922  -5.807  -0.962  0.08
H  6.884  -1.750  2.642  0.09
H  -3.455  -3.921  0.813  0.09
H  0.647  2.748  6.511  0.10
H  2.932  4.945  -2.830  0.09
H  -0.215  1.681  -3.290  0.07
H  -5.653  -2.703  3.433  0.14
H  -0.320  -2.528  -2.011  0.08
H  0.043  -3.545  -0.660  0.07
H  -2.048  -0.149  -0.817  0.02
H  1.342  4.065  -2.960  0.07
H  0.761  5.542  0.726  0.08
H  -3.061  3.822  -4.335  0.11
H  -1.540  -0.686  -2.325  0.07
H  2.385  4.027  -1.441  0.08
H  -6.773  -0.360  0.109  0.10
H  7.188  0.924  3.692  0.12
H  -2.590  -5.341  2.789  0.09
H  -2.342  -1.341  4.106  0.11
H  -1.821  8.013  0.443  0.08
H  -8.382  -2.388  3.498  0.08
H  1.323  0.666  -6.748  0.08
H  -0.086  7.929  0.513  0.07
H  1.547  -7.313  0.288  0.11
H  4.197  0.935  1.536  0.08
H  -1.022  -9.187  0.635  0.08
H  5.223  -1.787  1.969  0.07
H  4.293  2.539  2.310  0.07
H  -6.075  -2.957  -1.656  0.09
H  5.749  -0.817  -4.214  0.08
H  -1.064  2.380  5.998  0.10
H  1.120  0.036  -5.145  0.04
H  -3.703  -2.746  2.013  0.10
H  -4.456  -4.928  2.809  0.09
H  -0.902  2.052  0.132  0.12
H  -2.726  -6.112  -0.507  0.09
H  4.161  -2.385  5.372  0.11
H  -2.768  -2.433  7.234  0.13
H  -2.022  -8.320  2.218  0.12
H  3.643  0.028  -7.689  0.09
H  6.078  -0.648  6.099  0.14
H  -0.206  3.226  -4.846  0.10
H  1.135  -0.629  4.541  0.05
H  -3.325  -7.516  1.557  0.11
H  6.078  -0.384  2.219  0.02
H  2.030  -0.290  -2.918  0.07
H  2.693  1.328  5.211  0.07
H  1.615  -7.448  3.520  0.09
H  1.041  -1.508  1.720  0.11
H  -0.644  0.959  8.629  0.13
H  4.656  -0.809  -6.515  0.09
H  -5.430  -5.040  1.455  0.10
H  0.897  1.822  0.218  0.13
H  -1.014  6.692  1.365  0.09
H  -1.757  -4.913  0.387  0.05
H  0.909  -0.700  8.052  0.07
H  4.391  -3.137  3.682  0.10
H  1.765  -5.829  4.219  0.08
H  3.895  2.616  -2.805  0.07
H  -0.019  0.678  2.076  0.08
H  -7.545  -0.924  2.917  0.06
H  3.114  7.111  -1.426  0.11
H  7.356  1.339  5.416  0.11
H  -0.435  2.636  -1.889  0.06
H  -6.848  -3.990  3.406  0.10
H  0.239  -2.615  7.327  0.06
H  2.932  -1.827  -4.150  0.09
H  -1.737  6.588  -2.738  0.11
H  -0.486  2.953  -8.579  0.08
H  -3.020  -6.813  3.711  0.10
H  -0.585  -7.295  4.275  0.13
H  -2.069  8.037  -1.889  0.13
H  -2.982  5.391  -8.008  0.08
H  4.922  0.915  -6.871  0.07
H  3.923  3.909  -4.647  0.11
H  1.897  7.251  -0.042  0.07
H  1.759  -1.078  -6.360  0.11
H  -8.109  -3.540  0.004  0.10
H  -1.180  -0.151  1.126  0.09
H  -1.967  1.333  7.429  0.11
H  7.265  -1.212  4.967  0.11
H  5.501  2.676  4.459  0.13
H  -0.461  5.517  -6.002  0.10
H  0.448  -3.872  3.235  0.09
H  1.480  0.977  7.908  0.07
H  -0.748  -5.583  4.376  0.09
H  -1.327  6.039  -8.272  0.11
H  -0.377  -3.715  6.017  0.08
H  0.835  -4.368  1.497  0.05
H  1.801  -0.193  0.926  0.09
H  0.453  8.543  -1.907  0.10
H  -3.279  -1.916  -0.769  0.07
H  -2.188  -8.643  -0.555  0.08
H  -0.906  -2.376  3.902  0.05
H  2.414  -6.237  2.583  0.07
H  -2.387  2.302  -3.736  0.07
H  -4.653  -1.035  -1.304  0.10
H  -4.364  0.967  -5.198  0.09
H  -4.825  2.600  -5.820  0.09
H  -1.950  0.314  -5.111  0.12
H  -2.210  5.561  -5.705  0.13
H  2.228  -2.979  0.224  0.08
H  -0.481  -8.290  -0.791  0.07
H  -0.769  -4.087  2.095  0.04
H  -2.501  4.921  -1.610  0.09
H  2.116  -2.815  -1.539  0.08
H  2.017  2.204  -4.845  0.10
H  6.721  0.457  -3.462  0.10
H  -1.166  -2.228  -0.445  0.05
H  -0.338  8.452  -3.500  0.13
H  5.315  0.690  -1.479  0.10
H  -8.830  -4.123  1.531  0.09
H  -6.095  -4.330  -0.443  0.06
H  5.698  1.426  2.344  0.06
H  3.026  2.743  4.217  0.08
H  6.114  0.610  -5.159  0.08
H  0.356  1.852  4.923  0.08
H  2.779  5.774  -0.218  0.06
H  -2.114  0.961  -2.115  0.08
H  3.500  0.605  -1.619  0.09
H  -4.444  1.304  -6.848  0.08
H  -8.836  -1.601  1.933  0.08
H  -0.799  1.055  -6.209  0.05
H  -2.707  1.893  -8.334  0.10
H  -2.017  4.648  0.067  0.10
H  -4.630  -3.862  -1.340  0.08
H  -0.919  4.524  -3.768  0.07
H  5.017  1.493  5.775  0.13
H  5.759  -3.092  4.911  0.08
H  1.883  -0.302  6.610  0.08
H  -1.148  -1.406  8.654  0.11
H  0.215  2.641  -7.051  0.05
H  -2.013  4.719  -9.182  0.07